Here is a structure of composition C13H18F17NO5Si2 from the OMol25 dataset. Energies are from ωB97M-V/def2-TZVPD.

Geometry as XYZ:
```
56
Properties=species:S:1:pos:R:3:forces:R:3
O 4.89146 -1.67391 0.51866 -1.0 0.6 -0.5
N 4.46236 -0.60529 0.25199 0.6 -1.1 0.8
O 5.49271 0.17447 -0.23323 0.9 0.7 0.3
C 5.44930 1.49651 0.34132 -0.5 0.9 -0.1
Si 3.87959 2.50911 -0.07516 -0.4 0.2 1.1
O 2.62029 2.31420 1.07396 0.0 0.4 -2.3
Si 1.05741 2.66163 0.46053 -0.2 -1.3 1.8
C -0.07914 1.17277 0.92903 0.2 0.9 -0.9
C -1.06106 0.73080 -0.22127 0.3 -0.3 1.6
F -0.79986 -0.63453 -0.48534 -0.2 0.5 -0.3
H 6.30670 2.05783 -0.09545 -0.5 -0.6 0.2
H 5.57990 1.50304 1.44956 0.1 -0.4 -0.7
H 3.40997 2.29809 -1.46271 0.0 -0.3 0.1
H 4.28994 3.93286 -0.00079 0.1 0.0 0.1
H 0.53311 3.83713 1.19271 0.2 0.1 -0.2
H 0.99634 2.85151 -0.99166 0.3 0.2 -0.2
H 0.61762 0.34368 1.17666 -0.7 0.3 0.0
H -0.65346 1.51292 1.81698 0.4 -0.6 -0.4
H -2.08930 0.77068 0.19436 0.5 0.1 -0.6
H -0.95809 1.29767 -1.16505 -0.1 -0.4 0.4
C -3.93684 0.97705 5.29882 -0.1 -0.3 0.6
C -3.25432 1.77749 4.16181 0.0 -0.9 0.1
C -4.14164 2.68193 3.29830 0.0 0.7 -0.2
F -5.08655 2.01088 2.62590 -0.1 -0.5 0.1
F -3.38126 3.30886 2.36531 0.3 -0.1 0.2
F -2.55179 0.92209 3.38798 -0.1 0.0 -0.2
F -2.33978 2.59003 4.76142 -0.2 0.3 0.0
O -4.25400 -0.40678 5.07423 -0.3 0.4 -1.0
C -5.46159 -0.78188 4.46899 0.7 0.7 1.2
C -5.24282 -1.49502 3.13039 0.2 -0.4 -0.4
F -4.57969 -0.71936 2.25366 0.1 0.3 0.1
F -6.43199 -1.80434 2.56900 -0.2 0.0 0.2
F -6.28835 0.26829 4.37812 -0.1 0.1 -0.4
F -6.05147 -1.64596 5.31584 0.0 -0.4 -0.2
H -3.19332 0.93311 6.09629 0.1 0.0 -0.2
H -4.77960 1.51620 5.73207 -0.1 0.0 -0.3
H -4.62628 3.44965 3.90844 0.1 -0.1 0.1
H -4.66883 -2.41254 3.27150 0.0 0.0 0.2
C 1.29801 -2.17382 -3.02224 -0.1 -0.5 0.5
C 1.57632 -0.74804 -3.56064 0.7 -0.7 0.2
C 0.97536 -0.37486 -4.92095 -0.4 0.6 -0.2
F 1.43126 -1.13275 -5.92785 0.3 -0.5 0.1
F 1.30153 0.90575 -5.22901 0.0 0.1 0.3
F 2.90893 -0.52492 -3.54442 0.0 0.0 -0.3
F 1.03534 0.10892 -2.65282 -0.3 0.1 -0.1
O 2.31527 -3.18090 -3.17029 0.2 0.5 -1.1
C 2.40847 -3.94903 -4.33817 -0.9 0.5 1.3
C 3.72890 -3.71888 -5.08032 0.6 0.0 -0.1
F 3.88494 -2.43174 -5.43576 -0.3 0.2 0.1
F 3.75871 -4.45235 -6.21573 -0.2 -0.2 0.1
F 1.33015 -3.76420 -5.11147 0.1 0.2 -0.5
F 2.36584 -5.23637 -3.94381 0.4 -0.2 -0.1
H 1.22424 -2.05437 -1.93983 0.1 0.1 -0.1
H 0.32002 -2.54471 -3.32877 0.1 0.1 -0.3
H -0.11599 -0.44678 -4.89684 0.0 -0.1 0.2
H 4.57703 -4.00177 -4.45430 -0.1 -0.1 0.1
```
Positions in Å, forces in eV/Å.

Calculated values
charge = 0
energy relative to the best compared isomer or geometry (same formula, charge and spin) = 10.76 kcal per mole
Kohn-Sham gap = 10.3 eV
largest force on an atom = 0.046 hartree/bohr

=====

Here is a structure of composition C68H62BN11O2Zr from the OMol25 dataset. Energies are from ωB97M-V/def2-TZVPD.

Geometry as XYZ:
```
145
Properties=species:S:1:pos:R:3:forces:R:3
Zr 0.12649 0.16928 -0.32849 -0.7 0.5 -0.6
C 4.12868 -0.04082 -4.48527 -0.1 0.0 0.0
C 3.67689 -0.01263 -3.06320 0.1 -0.1 0.0
C 4.44297 0.01371 -1.92190 0.0 0.0 0.0
C 3.53612 0.01291 -0.85724 -0.1 0.1 -0.1
N 2.27643 0.00656 -1.33521 0.5 0.0 0.3
N 2.39115 -0.02601 -2.68321 0.1 0.1 -0.2
B 1.17781 0.09724 -3.57588 0.0 0.0 0.3
N 0.22433 -1.08087 -3.30201 0.1 0.1 0.1
N 0.01841 -1.67337 -2.08372 -0.4 -0.5 -0.1
C -0.72391 -2.78610 -2.35049 0.2 0.4 -0.3
C -0.97501 -2.85651 -3.72622 -0.2 -0.1 0.1
C -0.38051 -1.76119 -4.28548 0.0 -0.1 -0.1
C -0.38610 -1.36882 -5.72394 0.0 0.1 0.1
C -1.22611 -3.83990 -1.44578 0.1 0.0 0.1
C -1.66599 -5.04512 -2.00932 0.0 0.0 0.0
C -2.15155 -6.07042 -1.21792 -0.1 0.1 0.0
C -2.24211 -5.90346 0.15897 -0.1 0.0 0.0
C -1.82681 -4.71223 0.72437 0.1 0.1 0.1
C -1.30243 -3.70078 -0.07083 -0.1 0.0 -0.1
N 0.54493 1.47757 -3.31298 0.1 0.0 0.0
N 0.20075 1.92271 -2.05945 -0.2 0.2 -0.6
C -0.24789 3.18772 -2.24391 0.2 -0.2 -0.2
C -0.18378 3.51740 -3.60322 -0.1 0.2 0.2
C 0.33131 2.41938 -4.24483 0.0 0.0 -0.1
C 0.61642 2.25953 -5.70329 0.1 0.0 0.1
C -0.74828 4.21215 -1.29060 0.0 -0.1 0.1
C -2.10950 4.50806 -1.28170 -0.1 -0.2 0.1
C -2.59780 5.56122 -0.52847 0.0 0.1 0.1
C -1.72679 6.35202 0.21194 -0.1 0.0 0.0
C -0.36733 6.09237 0.17285 0.1 0.0 0.0
C 0.12251 5.03623 -0.58454 -0.1 0.0 0.0
C 3.90030 0.03328 0.56204 -0.2 0.2 0.0
C 3.00102 -0.40299 1.53534 0.0 0.1 0.1
C 3.36748 -0.20771 2.87481 -0.1 0.2 0.1
C 4.61361 0.26619 3.23162 0.0 0.2 0.1
C 5.52822 0.62313 2.24788 0.0 0.0 0.0
C 5.15334 0.53317 0.92359 0.0 0.0 -0.1
H 5.21077 -0.14851 -4.51518 0.0 0.0 0.0
H 3.86038 0.88098 -5.00467 0.0 0.0 0.0
H 3.67701 -0.87351 -5.02512 0.0 0.0 0.0
H 5.51923 -0.00897 -1.87717 -0.1 0.0 0.0
H 1.52095 0.03927 -4.71355 -0.1 0.1 0.0
H -1.55447 -3.59509 -4.25228 0.0 0.1 0.0
H -0.92825 -2.12052 -6.29370 0.0 0.0 0.0
H 0.62396 -1.28725 -6.12618 0.0 0.0 0.0
H -0.88490 -0.40690 -5.85850 0.0 -0.1 0.0
H -1.61805 -5.18931 -3.08034 0.0 -0.1 0.1
H -2.47979 -6.99454 -1.67782 0.0 0.0 0.0
H -2.64453 -6.69464 0.77946 0.0 0.0 0.0
H -1.90991 -4.56363 1.79460 0.1 0.0 0.0
H -0.92878 -2.79708 0.37120 0.0 0.2 0.2
H -0.46566 4.46147 -4.03984 0.0 0.0 0.0
H 0.37691 3.19107 -6.21159 0.0 0.0 0.0
H 0.02200 1.46088 -6.14461 0.0 0.0 0.0
H 1.66815 2.03031 -5.87832 0.0 0.0 0.0
H -2.79262 3.89219 -1.85597 0.0 0.0 0.0
H -3.66075 5.77059 -0.51509 0.0 0.0 0.0
H -2.10939 7.17719 0.80031 0.0 0.0 0.0
H 0.32472 6.71111 0.73245 0.0 0.0 0.0
H 1.18481 4.86458 -0.63838 0.1 -0.1 0.1
H 1.78659 1.11461 1.11911 0.3 0.3 0.1
H 2.67261 -0.49927 3.65434 0.0 0.0 -0.1
H 4.89298 0.33151 4.27745 -0.1 0.0 0.0
H 6.51381 0.98236 2.51619 0.0 0.0 0.0
H 5.83258 0.86265 0.14618 0.0 0.0 0.1
N -9.72051 -3.64464 0.58891 0.1 0.1 0.0
C -8.64361 -3.24477 0.53240 -0.2 -0.1 0.0
C -7.29627 -2.75330 0.46302 0.2 0.0 0.0
C -7.02051 -1.41563 0.74553 -0.1 0.0 0.0
C -5.72242 -0.94723 0.66717 0.0 0.0 0.0
C -4.68451 -1.80180 0.30500 -0.1 -0.1 -0.2
C -4.96354 -3.13230 0.02241 0.1 0.0 0.0
C -6.25966 -3.61212 0.10162 -0.1 0.0 0.0
C -3.31266 -1.24143 0.10803 0.0 0.2 -0.2
C -2.54150 -1.07074 1.25362 -0.1 -0.1 0.1
C -3.02263 -1.27364 2.56886 0.0 0.0 0.0
C -2.03571 -0.84241 3.42785 -0.1 0.0 0.1
C -0.97289 -0.42487 2.61476 0.2 -0.1 0.0
N -1.24264 -0.57296 1.31300 0.0 -0.6 0.1
C -3.04769 -0.78374 -1.18257 -0.1 -0.1 0.1
C -3.96820 -0.88867 -2.26606 0.1 0.0 0.0
C -3.49909 -0.07045 -3.25917 -0.1 -0.1 -0.1
C -2.30992 0.50422 -2.76193 0.0 0.3 0.0
N -2.00307 0.08396 -1.54107 0.1 -0.6 0.3
H -7.83241 -0.75070 1.01083 0.0 0.0 0.0
H -5.50546 0.09484 0.87208 0.0 0.0 0.0
H -4.16046 -3.78724 -0.28538 0.0 -0.1 0.0
H -6.47344 -4.64805 -0.12800 0.0 0.0 0.0
H -3.99263 -1.67682 2.81688 0.1 0.0 0.0
H -2.05879 -0.82349 4.50605 0.0 0.0 0.0
H -0.03853 0.00016 2.95196 0.0 0.0 0.0
H -4.86122 -1.49323 -2.27735 0.0 0.1 0.0
H -3.93697 0.11676 -4.22815 0.0 0.0 0.1
H -1.73749 1.26112 -3.27250 0.1 -0.1 0.0
O -3.02440 4.15573 4.78282 0.1 0.0 0.0
C -3.80837 3.73793 3.68034 0.0 0.0 0.0
C -2.93784 3.11789 2.62944 0.2 0.1 0.1
C -3.53295 2.47239 1.52642 -0.1 0.0 -0.1
C -2.71791 1.89903 0.59231 -0.3 0.2 -0.1
N -1.37507 1.90151 0.64341 0.2 -0.1 -0.1
C -0.78940 2.56607 1.67982 0.1 0.2 -0.3
C -1.57974 3.18271 2.68834 -0.2 0.1 0.2
C 0.59950 2.62192 1.67559 -0.1 -0.2 0.0
C 1.43776 3.31124 2.57229 0.1 0.1 -0.1
C 2.71864 3.62756 2.21960 0.1 -0.1 0.2
C 3.64512 4.35210 3.16424 0.0 0.0 -0.1
O 3.41777 4.01964 4.52847 0.0 0.1 -0.1
C 3.07778 3.43411 0.83838 -0.2 0.0 0.1
C 2.31966 2.68782 0.02273 0.2 0.2 -0.2
N 1.27216 1.86275 0.61222 0.5 -0.2 0.7
H -3.59358 4.56049 5.44047 -0.1 0.0 0.0
H -4.34367 4.58591 3.23522 0.0 0.0 0.0
H -4.56230 3.00548 3.99122 0.0 0.0 0.0
H -4.61070 2.42193 1.41829 0.0 0.0 0.0
H -3.15904 1.41072 -0.26465 0.0 0.1 0.1
H -1.09901 3.68870 3.51309 0.0 0.0 -0.1
H 1.04325 3.67142 3.51694 0.0 -0.1 0.0
H 3.50753 5.43584 3.10738 0.0 0.0 0.0
H 4.68410 4.14423 2.88248 0.0 0.0 0.0
H 3.39023 3.05851 4.57956 0.0 -0.1 0.0
H 3.90932 4.00512 0.43572 0.0 -0.1 -0.1
H 2.44802 2.64365 -1.04706 0.0 -0.1 0.0
C 1.50424 -3.86586 1.20377 -0.3 0.0 0.2
C 2.48656 -2.71531 1.02262 -0.1 0.1 -0.2
C 3.11148 -2.95493 -0.35527 0.1 0.1 0.1
C 1.80234 -1.25163 1.17915 0.0 -0.1 0.0
C 3.52449 -2.91258 2.14060 0.2 0.0 0.0
C 3.09593 -3.13164 3.45191 0.0 -0.1 0.0
C 3.99512 -3.32354 4.48794 0.0 0.0 0.0
C 5.36259 -3.28989 4.24489 0.0 0.0 0.0
C 5.80510 -3.06324 2.95187 0.1 0.0 0.0
C 4.89731 -2.88259 1.91531 0.0 -0.1 0.0
H 1.01402 -4.08381 0.27000 -0.3 0.0 -0.2
H 0.75168 -3.65762 1.96452 -0.1 0.0 0.0
H 2.04794 -4.76490 1.50088 -0.1 0.0 0.0
H 2.35286 -2.80169 -1.12496 0.0 0.0 0.0
H 3.47706 -3.98453 -0.41695 0.0 0.0 0.0
H 3.94697 -2.29733 -0.57477 0.0 0.0 0.0
H 1.24638 -1.34812 2.11622 -0.1 -0.1 0.0
H 2.03554 -3.14825 3.67870 0.0 0.0 0.0
H 3.62376 -3.49466 5.49187 0.0 0.0 0.0
H 6.06814 -3.44106 5.05223 0.0 0.0 0.0
H 6.86819 -3.02471 2.74087 0.0 0.0 0.0
H 5.28224 -2.70981 0.91845 0.0 0.0 0.0
```
Positions in Å, forces in eV/Å.

Calculated values
charge = 0
Kohn-Sham gap = 5.0 eV
largest force on an atom = 0.021 hartree/bohr

=====

Here is a structure of composition C26H49N4O12V from the OMol25 dataset. Energies are from ωB97M-V/def2-TZVPD.

Geometry as XYZ:
```
92
Properties=species:S:1:pos:R:3:forces:R:3
V -4.46885 -0.00921 -0.86341 3.5 -0.7 -1.1
C -0.62276 0.10487 0.59865 -1.5 0.4 -0.1
C -2.04044 0.10500 0.03745 1.4 0.2 0.0
O -2.48676 1.03496 -0.69729 -1.6 -0.1 0.0
O -2.75058 -0.92220 0.25187 -2.0 0.4 -0.4
H -0.72778 -0.25612 1.62094 0.4 -0.5 -0.1
H -0.16781 1.09018 0.65296 0.0 0.0 -0.5
H -0.09418 -0.56838 -0.07397 0.5 -0.1 0.4
C -2.36850 4.36210 -0.59625 0.0 0.0 0.1
C -0.86712 4.45292 -0.63396 0.5 1.2 0.8
O -0.32095 5.43991 -0.15972 0.1 -0.4 -0.2
N -0.15957 3.43410 -1.16950 -0.2 -0.5 -1.0
C 1.26774 3.49357 -1.43817 0.7 0.2 0.6
H -2.68149 3.55625 0.07000 -0.1 -0.3 -0.5
H -2.72317 4.29135 -1.62709 -0.4 -0.4 0.2
H -2.75867 5.27087 -0.14812 0.2 0.2 -0.2
H -0.64920 2.67396 -1.60867 -0.3 0.1 0.2
H 1.62256 4.41891 -1.89337 -0.5 0.2 0.1
H 1.58739 2.70498 -2.11712 -0.3 -0.3 0.2
H 1.79258 3.36998 -0.49078 0.2 0.0 -0.2
C -3.44332 -2.37989 -4.54358 -0.9 -0.4 -0.4
C -3.32211 -1.01137 -3.96407 -0.8 0.5 1.3
O -3.99374 -0.77471 -2.92135 -0.5 0.5 1.6
N -2.59267 -0.07371 -4.53587 -0.2 -1.3 -0.2
C -2.37360 1.32115 -4.14047 0.8 -0.5 -1.2
H -3.22939 -3.15995 -3.81404 0.7 0.2 0.0
H -2.98152 -2.54643 -5.51404 0.4 0.0 0.2
H -4.51066 -2.58021 -4.69091 0.0 0.4 -0.1
H -2.25416 -0.42434 -5.42381 0.5 0.7 0.0
H -2.44806 1.53188 -3.08015 -0.5 -0.3 0.0
H -2.99358 1.92612 -4.79758 -0.1 0.4 0.4
H -1.33117 1.49244 -4.41483 -0.1 0.4 0.0
C 3.91657 -1.74096 -5.34278 -1.3 0.1 -0.3
C 3.00697 -1.72209 -4.12261 1.4 -2.0 1.2
O 3.03859 -2.65142 -3.31267 -0.4 0.7 -0.6
N 2.24535 -0.64007 -3.95106 -0.3 1.3 -1.1
C 1.36697 -0.40372 -2.84377 -0.8 -0.4 0.4
H 3.86236 -0.80865 -5.90807 0.4 0.1 0.2
H 3.49026 -2.48379 -6.02223 0.2 -0.2 0.1
H 4.92088 -2.04119 -5.07053 0.0 0.1 0.0
H 2.36846 0.02607 -4.69836 -0.3 0.3 0.4
H 0.99122 -1.37351 -2.51040 0.3 -0.1 0.3
H 0.45420 0.13547 -3.11437 0.2 0.2 -0.4
H 1.81627 0.13094 -2.00532 0.2 -0.1 0.0
C -1.16389 -4.12697 -1.73685 -1.1 -0.1 0.0
C -1.22323 -4.51691 -0.25693 0.7 -0.2 -0.1
O -0.78162 -5.58633 0.12468 0.0 0.1 -0.1
N -1.74564 -3.61615 0.59783 0.0 0.5 0.1
C -1.68728 -3.71921 2.04472 -0.6 0.5 0.2
H -1.45576 -3.09659 -1.96366 0.3 0.1 0.3
H -1.93591 -4.72649 -2.23028 0.2 -0.2 -0.1
H -0.20815 -4.36303 -2.19449 0.1 0.0 0.2
H -2.13756 -2.75135 0.25992 0.3 -0.2 -0.2
H -2.29806 -4.52778 2.44196 0.2 -0.2 -0.1
H -2.13728 -2.79013 2.40429 0.0 -0.1 0.1
H -0.69015 -3.74270 2.48307 0.2 -0.3 -0.3
O 2.43458 1.34296 0.75710 -0.4 -0.3 -0.2
C 2.57435 1.71863 1.89068 0.5 -0.5 -0.1
O 2.82339 3.01003 2.15643 0.3 -0.3 0.2
C 2.94894 3.16924 3.58016 0.0 1.5 0.2
C 3.18381 1.82741 4.18915 -0.7 -0.4 0.0
C 2.54697 0.87783 3.16449 0.1 0.1 0.3
H 2.01100 3.64199 3.88514 0.0 -0.3 0.3
H 3.74287 3.86562 3.85569 0.1 0.1 -0.6
H 2.76517 1.91510 5.19147 0.0 -0.8 0.0
H 4.22804 1.52104 4.21192 0.1 0.5 0.3
H 1.52812 0.52473 3.33377 -0.1 0.3 0.2
H 3.16364 -0.01700 3.11242 -0.2 -0.1 -0.5
O -0.53826 2.26930 6.65370 0.3 -0.6 -0.5
C -0.97126 2.64400 5.60157 -0.8 1.7 1.6
O -0.44530 2.41780 4.41163 1.1 -0.4 -0.6
C -1.25348 2.94231 3.32532 0.7 -0.7 0.7
C -2.23289 3.93606 3.95719 0.1 -0.2 0.6
C -2.12580 3.63079 5.47378 -0.9 -0.5 -1.0
H -1.68716 1.99337 2.98721 -0.6 0.6 -0.6
H -0.54935 3.33234 2.59004 -0.2 0.1 -0.1
H -3.21550 3.75480 3.52708 -0.1 0.3 0.2
H -1.97393 4.99063 3.89840 0.2 -0.1 -0.9
H -3.05682 3.19317 5.83547 0.2 -0.1 0.3
H -1.94572 4.53771 6.04126 0.2 -0.1 0.2
O 2.66842 -2.62524 3.66551 -0.7 0.1 0.4
C 2.39243 -3.17691 2.63750 2.1 0.6 -0.3
O 2.68010 -4.46116 2.43815 -0.4 -1.1 0.4
C 2.27721 -4.89803 1.13496 0.3 0.1 -0.6
C 2.31386 -3.59269 0.29468 -1.2 -0.6 -0.6
C 2.06082 -2.50722 1.31659 -0.5 -0.2 0.9
H 1.32094 -5.42376 1.17721 -0.4 0.7 0.1
H 2.91806 -5.70309 0.77361 0.6 0.4 0.2
H 1.52474 -3.66202 -0.45781 0.1 0.2 -0.1
H 3.22766 -3.39740 -0.26091 0.2 -0.3 0.2
H 1.02571 -2.18384 1.46643 0.0 0.1 -0.6
H 2.71263 -1.64089 1.23715 -0.2 0.1 -0.1
```
Positions in Å, forces in eV/Å.

Calculated values
charge = +1
⟨S²⟩ = 3.758
Kohn-Sham gap (spin up / spin down) = 6.2 / 6.2 eV
largest force on an atom = 0.072 hartree/bohr
2S+1 = 4

=====

Which value of charge does entry 2 give?
0

=====

Which value of largest force on an atom does entry 3 give?
0.072 hartree/bohr

=====

What is the formula in the first record?
C13H18F17NO5Si2